Record 1
53
Properties=species:S:1:pos:R:3 method="wB97M-V/def2-TZVPD" charge=0 lumo_ev=0.33 de_lowest_kj_mol=170.9 homo_lumo_gap_ha=0.2842 smiles="COCCCNC(=S)N(CCO)Cc1cc2cc3c(cc2[nH]c1=O)OCCO3" e_tot_ev=-45651.9736
C 1.745 2.868 -2.890
O -0.591 3.441 -2.473
O -1.550 -5.357 1.605
O -2.250 3.120 3.260
H 3.041 0.195 -2.159
C 0.491 -4.936 0.361
C 1.986 0.475 -2.289
N -0.907 -1.114 -0.464
H -2.206 -2.972 0.951
H -4.235 3.381 3.153
H 2.595 -2.053 -1.610
C 0.820 -2.751 -0.613
H -0.284 3.166 3.574
C -0.766 -4.529 0.853
C 0.335 3.098 -3.469
H -1.633 -7.179 2.459
H 0.640 3.829 -0.928
C -0.222 -0.161 -1.167
O 0.968 -6.206 0.568
H -0.662 2.174 1.314
O -0.789 0.898 -1.432
H -1.831 -0.843 -0.147
H -0.669 -7.391 0.155
C 0.843 3.697 1.133
H 0.510 -7.999 1.357
H -1.267 3.730 0.727
H 1.542 3.195 1.805
C -0.867 -6.488 2.102
C -0.020 -7.115 0.998
H 1.742 0.424 -3.355
H -3.290 4.841 2.762
C -0.991 3.617 2.873
H 2.238 -4.369 -0.696
C -3.346 3.751 2.647
C 1.594 -1.781 -1.307
C -0.590 3.256 1.441
H -0.963 4.712 3.000
C 1.270 -4.047 -0.348
H 2.421 2.573 -3.698
N 1.213 3.370 -0.224
H -3.416 3.512 1.580
H 0.943 4.780 1.257
C 1.648 2.131 -0.550
C -0.459 -2.371 -0.159
H -0.829 2.612 -2.013
H -0.217 -6.194 2.936
H 0.374 3.934 -4.174
S 2.088 1.013 0.599
C 1.136 -0.525 -1.546
C -1.236 -3.258 0.576
H 0.006 2.201 -4.006
H 2.121 3.800 -2.460
N 1.777 1.844 -1.868



Record 2
49
Properties=species:S:1:pos:R:3 method="wB97M-V/def2-TZVPD" charge=0 lumo_ev=0.64 de_lowest_kj_mol=89.2 homo_lumo_gap_ha=0.3331 smiles="Cc1cccc(NC(=O)CCC2CCN(Cc3nccs3)CC2)c1" e_tot_ev=-37462.8193
C 0.765 0.592 0.333
C -0.098 2.847 -0.470
C -5.148 -2.370 -1.365
C 5.668 -2.538 -1.267
C 1.101 1.900 -0.382
C -5.535 -2.512 -0.045
H 1.907 2.839 1.374
H 3.844 1.400 -0.505
C -1.261 2.280 -1.286
H 0.382 0.815 1.329
C -5.421 -1.842 2.365
H 4.237 2.109 1.073
H -6.252 -3.272 0.228
H -0.889 1.740 -2.158
H -0.002 0.036 -0.209
H -6.505 -1.800 2.453
N -2.770 0.408 -1.165
H 4.839 0.206 2.179
H -3.668 -0.054 1.324
C 3.442 1.629 0.497
O -2.340 1.578 0.744
H 1.767 -1.201 0.994
H -1.888 3.104 -1.639
H 2.358 -0.558 -0.556
H -5.562 -3.018 -2.124
C 2.249 2.571 0.373
N 3.034 0.428 1.199
H -4.988 -1.062 2.985
C -4.232 -1.399 -1.722
C 4.865 -1.056 0.475
C -2.164 1.392 -0.438
H 0.234 3.786 -0.919
S 4.640 -2.759 0.094
H -3.932 -1.289 -2.756
C -3.696 -0.558 -0.750
H 6.734 -0.837 -2.089
H -2.566 0.381 -2.155
H 1.442 1.667 -1.399
H 2.560 3.483 -0.141
C -5.005 -1.681 0.935
H -0.465 3.063 0.536
N 5.621 -0.438 -0.358
H 3.743 -1.194 2.272
C 6.084 -1.247 -1.338
C -4.085 -0.707 0.576
H -5.094 -2.810 2.745
C 4.138 -0.415 1.614
H 5.898 -3.357 -1.916
C 2.011 -0.281 0.456



Record 3
51
Properties=species:S:1:pos:R:3 method="wB97M-V/def2-TZVPD" charge=+2 lumo_ev="-5.73 / -5.84" multiplicity=3 de_lowest_kj_mol=94.1 homo_lumo_gap_ha="0.2805 / 0.3290" e_tot_ev=-71397.7839
N -3.009 0.184 1.823
O -0.460 -0.951 -1.108
C 2.161 3.143 -0.346
H -0.490 1.732 3.541
C 0.011 -2.192 2.192
H 3.872 2.994 0.935
H -3.687 0.802 1.389
N -0.238 0.295 1.972
C -2.182 1.380 -0.658
H 1.130 -0.712 3.257
H 1.935 -2.099 -2.008
H 3.865 0.521 0.965
C 1.209 2.449 -1.081
C 2.772 -2.103 -3.982
C -2.819 -2.182 2.609
C 1.116 -0.550 -3.260
C 1.947 -1.625 -2.979
C -0.988 1.389 2.631
H 0.626 0.679 1.596
Ti -1.451 -0.190 0.365
S 0.009 0.175 -2.066
N -2.962 1.747 -1.449
C 1.074 0.037 -4.519
H 3.403 -1.897 -6.019
H 0.475 2.980 -1.677
C 3.113 2.451 0.388
C 2.755 -1.515 -5.242
H 2.157 -0.725 -0.318
H 0.408 0.870 -4.712
S -1.566 -2.487 1.304
H 1.886 -0.009 -6.500
H 0.766 -2.310 1.415
C 2.157 0.357 -0.318
H 0.146 -2.989 2.922
C -3.750 -1.046 2.203
C 3.111 1.059 0.404
H -1.030 2.222 1.929
H -4.458 -0.850 3.012
H -4.322 -1.365 1.330
H -3.398 -3.095 2.729
H 3.429 -2.938 -3.780
H -3.462 2.211 -2.188
H 2.163 4.225 -0.356
H -2.388 0.260 3.840
C 0.113 -0.832 2.876
H -3.007 1.784 3.245
C 1.210 1.062 -1.056
C -2.407 0.917 2.972
H -0.548 -0.809 3.739
C 1.907 -0.451 -5.513
H -2.304 -2.000 3.550



Record 4
51
Properties=species:S:1:pos:R:3 method="wB97M-V/def2-TZVPD" charge=0 lumo_ev=0.38 de_lowest_kj_mol=1709.9 homo_lumo_gap_ha=0.3049 e_tot_ev=-31638.7349
N -1.489 0.380 1.356
H -0.756 -4.246 -0.484
H 3.215 4.147 -1.128
H -0.916 1.941 0.217
H -2.526 1.979 0.691
N 0.888 0.049 0.468
C 1.547 -1.013 0.175
C -1.582 1.924 0.759
N 1.070 -3.509 0.162
H 2.457 1.133 0.964
H -1.342 2.456 1.901
C 1.494 2.078 -0.693
C 1.420 1.214 0.836
H 0.580 -5.455 -0.129
H 1.032 3.042 -0.435
H 2.456 2.313 -2.561
C -4.378 -1.258 -1.716
C -3.638 -0.436 0.564
C 3.801 3.358 -1.032
H 0.729 1.437 -1.458
C 4.226 3.299 0.484
N 3.275 -2.691 -0.327
H -2.468 -1.478 -0.709
H -6.262 -0.401 -2.106
C -5.816 0.285 -0.545
H 4.580 3.288 -1.670
H -2.481 -1.322 2.078
C -0.419 -0.381 0.691
C -2.714 -0.411 1.697
C 2.931 2.266 -1.447
H 3.487 1.190 -1.267
O 3.974 -0.426 0.063
C -4.844 0.432 0.558
N -0.442 -1.775 0.624
C 0.694 -1.964 0.340
H 4.693 2.436 0.466
H -0.401 -4.457 1.224
C 0.220 -4.398 0.067
C 2.353 -3.785 -0.069
C 3.059 -1.501 -0.076
H 3.240 3.484 1.171
H -4.135 -1.692 -2.763
C -5.505 -0.373 -1.551
C -3.463 -1.189 -0.664
H 4.247 -2.799 -0.327
H 4.926 4.141 0.521
H -2.950 0.047 2.636
O 2.848 -5.041 -0.364
H 0.981 1.755 1.504
H -6.721 0.914 -0.301
H -5.172 1.013 1.604



Record 5
54
Properties=species:S:1:pos:R:3 method="wB97M-V/def2-TZVPD" charge=0 lumo_ev=-0.59 de_lowest_kj_mol=417.8 homo_lumo_gap_ha=0.2593 e_tot_ev=-36674.0296
H -0.193 2.077 1.492
H -0.162 4.615 4.026
H -1.809 -3.534 -3.220
H -4.184 -2.291 0.372
C -2.315 2.263 -2.615
B -2.317 -1.316 -1.582
N 0.797 3.563 2.520
H -0.797 -0.875 2.721
H 0.451 3.003 4.522
N -0.988 -2.030 -1.987
N -1.234 -0.925 0.659
H 2.880 1.489 -1.286
N -1.019 0.841 -1.451
H 1.348 5.555 2.717
C 1.721 4.624 2.269
C -2.947 1.044 -2.581
N -2.170 0.193 -1.888
C 1.123 -2.637 -1.944
H 1.438 1.280 -2.324
H 2.164 -2.649 -1.645
C -0.012 3.577 3.699
C -3.260 -1.889 0.788
C 2.699 -1.138 3.407
H -3.251 -2.075 2.994
N -2.331 -1.394 -0.042
C 2.846 0.072 4.082
C 0.850 2.362 1.730
H 1.960 -2.135 1.598
C 2.273 1.246 3.543
C -2.771 -1.761 2.083
H 0.846 -4.400 -3.295
H -0.982 3.106 3.477
H -0.345 2.825 -1.654
H 1.387 2.582 0.795
Mg 1.186 -0.359 -0.565
H -3.318 -1.793 -2.045
C 2.005 -1.218 2.183
H 1.845 4.750 1.182
H 2.720 4.403 2.692
C -1.507 -1.147 1.951
H -2.611 3.155 -3.178
H 2.479 2.214 4.031
C 2.233 0.780 -1.812
H 3.421 0.106 5.008
H 2.807 0.056 -2.376
H 2.327 -0.493 0.672
C 1.643 -0.029 1.540
C 0.439 -3.547 -2.749
C -0.892 -3.143 -2.740
C -1.132 2.104 -1.882
C 1.557 1.159 2.332
N 0.299 -1.655 -1.494
H -3.865 0.665 -3.064
H 3.161 -2.053 3.765



Record 6
62
Properties=species:S:1:pos:R:3 method="wB97M-V/def2-TZVPD" charge=0 lumo_ev=-0.70 homo_lumo_gap_ha=0.3267 e_tot_ev=-203723.1050
H 4.042 0.617 2.754
H -0.779 2.187 -2.803
C -1.622 -5.469 -1.206
C 2.939 4.115 4.803
H -0.855 -7.164 0.009
Br -2.235 -4.775 1.511
H 3.269 1.722 4.855
H -1.206 4.149 -3.885
H 5.032 1.722 4.691
O -2.032 2.642 -0.633
F -4.542 -4.307 -1.680
C 2.883 3.265 1.423
H -0.588 -2.523 1.036
C -0.213 -0.013 -0.969
H 4.844 2.107 2.231
C -1.793 -6.965 -0.606
C -0.967 -0.434 0.378
C -1.598 -2.787 -0.908
F -3.138 -0.944 -1.731
H -1.723 1.204 1.787
H 2.107 3.750 4.194
H -2.771 -7.099 -0.039
Br -1.229 -5.391 -3.121
C -2.908 -2.368 -1.704
C -2.619 1.661 -0.169
H 1.656 0.783 -0.054
H -2.384 -1.971 1.126
C 0.322 2.278 -3.078
F -2.897 -2.710 -3.098
H 2.748 3.891 5.857
F -3.997 1.537 -0.588
H -0.142 -0.312 1.183
F -5.317 -2.202 -1.782
H -0.886 0.183 -1.864
C 4.103 2.129 4.275
O 2.757 2.110 2.242
C -2.106 0.600 0.880
O 4.176 3.546 4.404
H -3.040 0.058 1.291
O 0.925 -3.630 -1.392
C 0.753 1.248 -0.610
S 0.022 -2.468 -1.767
H -1.788 -7.719 -1.469
C -4.292 -2.998 -1.172
H 0.509 1.480 -3.893
O 1.794 3.838 -4.299
O -0.026 -2.388 -3.256
H 2.164 1.266 -2.329
H 0.278 1.951 0.160
C 0.667 3.682 -3.795
C 1.360 1.973 -1.897
C -1.759 -4.322 -0.389
F -4.510 -2.883 0.205
C -1.439 -1.958 0.497
C 4.004 1.710 2.811
H 3.007 5.198 4.687
H 3.391 3.003 0.490
O 0.775 -1.092 -1.213
H 1.918 2.942 -1.641
H 3.433 4.063 1.929
H 1.880 3.628 1.188
O -0.360 4.656 -3.852



Record 7
88
Properties=species:S:1:pos:R:3 method="wB97M-V/def2-TZVPD" charge=+1 lumo_ev=-2.39 de_lowest_kj_mol=0.0 homo_lumo_gap_ha=0.3198 e_tot_ev=-2757732.0432
Br 0.479 0.562 -0.620
Br 1.549 -0.690 2.062
Br -3.293 0.401 1.636
H -4.433 -5.129 7.351
C -0.530 -2.575 6.751
Br -0.900 -2.906 -5.477
Br -0.504 2.652 -11.784
Br -0.829 2.087 2.775
H 0.980 6.000 -3.390
Br -9.642 0.739 1.893
H 2.649 1.414 -8.208
C -4.502 -5.658 8.290
C -3.304 0.182 -0.273
C 1.797 -0.428 -5.783
Br -7.991 -1.979 2.035
C 0.565 3.034 3.706
H -0.706 1.736 -8.233
Br -5.617 -4.607 9.451
C 5.254 0.294 6.638
C 1.703 1.021 -7.849
H -0.641 3.192 -7.266
Br 0.043 6.302 0.826
Br -8.684 -0.683 -0.785
H 1.706 2.282 -12.826
H -7.364 0.216 1.098
C 2.061 -2.378 -4.176
H 1.010 -2.502 -3.922
Br 0.622 -3.664 7.833
H 1.139 0.749 -8.748
H -2.711 -4.324 -4.553
C -8.287 -0.344 1.069
C 2.451 -1.368 -7.667
Br -2.058 -3.547 6.107
H 1.311 -5.350 12.894
Br -2.355 1.598 -1.168
Br 5.913 1.548 7.937
Br -5.282 -7.376 7.918
C 0.064 5.431 -3.442
Br 1.716 0.485 -11.126
H -0.901 -1.781 7.384
C 0.586 -5.080 12.141
N 2.130 -1.697 -5.501
H -0.988 1.648 -6.503
H 1.795 -1.508 -0.251
Br 3.062 7.281 0.744
C 1.498 1.219 9.746
Br 1.688 6.623 3.530
Br 0.388 0.569 -14.019
C -2.733 -3.363 -5.046
C -0.398 2.138 -7.269
H 2.868 -3.329 -6.710
Br 0.333 3.825 -2.416
Br 4.381 1.186 5.176
Br -2.719 -5.822 8.981
Br -0.256 5.036 -5.300
N 1.049 1.977 -7.022
N 1.973 -0.223 -7.090
Br 0.821 -6.304 10.671
Br 1.898 3.032 9.255
C 2.548 -2.309 -6.652
C 1.865 -0.523 0.186
H 1.475 2.880 -7.143
Br 0.952 -3.262 11.629
H 1.092 8.304 1.827
Br -3.787 -3.557 -6.636
H 2.307 -0.936 -2.774
Br -1.155 -5.257 12.931
H 0.258 4.065 3.805
H -2.775 -0.735 -0.491
Br 2.197 3.032 2.679
H 3.713 -1.457 -3.473
Br 0.857 2.358 5.482
H 4.507 -0.309 7.134
C 1.421 7.279 1.746
Br 6.636 -0.897 6.028
Br 0.432 -1.736 5.311
Br -3.504 -2.095 -3.830
Br 3.621 0.155 -0.204
Br 1.802 0.010 8.278
H 2.180 0.941 10.536
Br -0.285 1.032 10.435
N 2.804 -1.740 -3.133
Br -1.330 6.518 -2.700
H 1.446 0.312 -5.092
C 0.933 1.601 -12.502
H 2.454 -3.374 -4.347
H 2.674 -1.486 -8.707
Br -5.090 -0.023 -0.951



Record 8
56
Properties=species:S:1:pos:R:3 method="wB97M-V/def2-TZVPD" charge=+2 lumo_ev="-6.20 / -8.43" multiplicity=4 homo_lumo_gap_ha="0.2872 / 0.2102" e_tot_ev=-190232.0064
H 0.308 -4.234 -0.824
C 0.799 -0.728 -2.738
C 1.262 1.444 3.790
C 0.131 4.567 -2.006
C -1.588 0.701 1.201
C -3.213 1.886 2.507
Ge 1.055 -2.710 -2.729
N 0.526 2.101 -1.240
H -1.405 -3.143 -2.509
C 1.598 1.100 2.338
C 2.855 0.897 1.944
Cl -0.914 4.444 -3.443
H 2.824 -2.581 -4.570
H 5.454 1.381 0.280
C 4.841 0.501 0.443
C -5.334 0.832 1.086
H 0.715 -0.302 -3.744
N 0.601 0.865 1.523
H 0.637 2.409 3.691
H -1.004 -3.102 -4.225
Cl 1.611 5.431 -2.347
Cl -0.721 5.315 -0.746
H -3.847 -0.157 -0.080
H -1.093 -3.536 1.309
C -0.690 -3.448 -3.258
C 1.119 -3.400 -0.802
H -0.706 -4.550 -3.285
H 3.544 -2.769 -2.968
C 0.383 3.153 -1.699
N -0.691 0.929 2.089
H -6.073 0.491 0.395
H -1.863 -2.159 0.499
C -2.983 0.965 1.479
H 5.308 -0.010 1.277
C -1.159 -2.452 1.222
C 2.694 -3.124 -3.632
O 2.691 0.477 -0.445
O -1.270 0.293 -0.036
C -5.610 1.584 2.177
H -4.613 2.719 3.752
H 3.619 0.939 2.709
H 2.782 -4.199 -3.817
H -0.072 -0.307 -2.246
H 2.076 1.765 4.497
Se 0.742 -2.136 0.661
H -6.577 1.753 2.408
H 1.759 -0.402 -2.414
Re 0.697 0.255 -0.331
H -1.245 -1.989 2.244
C 3.374 0.629 0.658
H -2.379 2.341 3.080
H 2.028 -3.928 -0.533
H 4.980 -0.103 -0.484
H 0.660 0.759 4.280
C -4.554 2.104 2.864
C -4.072 0.437 0.749